w.
Density functional theory data (ωB97M-V/def2-TZVPD) for a structure of composition C26H28N12O5Ru.

Calculated values
* net charge: -1
* frontier orbital gap (alpha / beta): 6.442 / 6.467 eV
* spin multiplicity: 2
* highest occupied orbital energy (alpha / beta): -5.43 / -5.43 eV

```
72
C26H28N12O5Ru | the Open Molecules 2025 dataset | ωB97M-V/def2-TZVPD
Ru -1.41 -1.66 0.33
N -4.47 -1.45 -1.78
C -3.53 -2.40 -2.03
N -3.65 -3.36 -2.95
N -2.52 -4.04 -2.87
N -1.75 -3.56 -1.97
N -2.34 -2.50 -1.41
C -4.32 -0.44 -0.89
N -5.12 0.62 -0.81
N -4.59 1.38 0.13
N -3.53 0.83 0.62
N -3.31 -0.33 0.01
H -5.31 -1.46 -2.33
C 1.71 3.76 -6.16
C 1.87 3.92 -4.68
C 3.03 4.46 -4.13
C 3.20 4.55 -2.77
C 2.21 4.09 -1.89
N 2.47 4.17 -0.52
C 1.63 3.95 0.56
O 1.70 4.66 1.54
N 0.74 2.91 0.47
C 0.89 1.67 -0.15
C 2.15 1.13 -0.47
C 2.18 -0.14 -1.05
C 1.01 -0.82 -1.29
N -0.20 -0.31 -0.98
C -0.24 0.93 -0.44
C 1.02 3.64 -2.44
C 0.87 3.53 -3.80
H 2.67 3.76 -6.66
H 1.11 4.57 -6.57
H 1.20 2.82 -6.38
H 3.82 4.82 -4.79
H 4.11 4.97 -2.36
H 3.22 4.82 -0.29
H -0.02 2.97 1.13
H 3.05 1.67 -0.24
H 3.13 -0.59 -1.31
H 0.99 -1.79 -1.78
H -1.23 1.33 -0.23
H 0.19 3.36 -1.80
H -0.06 3.15 -4.19
O 0.30 -4.37 4.26
C 0.69 -4.21 2.98
C 2.05 -4.21 2.68
C 2.48 -4.11 1.37
C 1.56 -4.01 0.33
C 0.20 -3.97 0.62
C -0.24 -4.05 1.94
C -1.71 -3.96 2.28
O -2.10 -4.46 3.35
O -2.45 -3.36 1.44
H -0.69 -4.46 4.23
H 2.76 -4.32 3.48
H 3.54 -4.12 1.15
H 1.88 -3.99 -0.70
H -0.52 -4.03 -0.19
C 0.69 -0.08 3.86
C -0.69 -0.34 3.22
C -1.53 -1.24 4.16
C -1.41 1.01 3.04
O -0.52 -0.94 2.01
H 0.57 0.52 4.76
H 1.32 0.46 3.15
H 1.18 -1.01 4.11
H -1.80 -0.68 5.05
H -0.96 -2.12 4.45
H -2.43 -1.55 3.64
H -1.74 1.40 4.00
H -2.27 0.89 2.38
H -0.72 1.73 2.59
```



x.
Density functional theory data (ωB97M-V/def2-TZVPD) for a structure of composition C26H28N12O5Ru.

Calculated values
* net charge: -1
* frontier orbital gap (alpha / beta): 7.400 / 7.184 eV
* spin multiplicity: 2
* highest occupied orbital energy (alpha / beta): -5.14 / -5.28 eV

```
72
C26H28N12O5Ru | the Open Molecules 2025 dataset | ωB97M-V/def2-TZVPD
Ru -0.72 0.09 0.45
N -1.37 0.12 -2.97
C -1.82 -0.97 -2.23
N -2.32 -2.04 -2.80
N -2.69 -2.84 -1.77
N -2.43 -2.28 -0.65
N -1.88 -1.06 -0.89
C -0.78 1.21 -2.40
N -0.14 2.21 -3.02
N 0.29 3.00 -2.04
N -0.11 2.51 -0.92
N -0.81 1.39 -1.10
H -1.24 -0.03 -3.96
C 3.12 3.13 5.83
C 2.63 4.09 4.78
C 1.93 5.24 5.12
C 1.45 6.10 4.14
C 1.67 5.83 2.79
N 1.14 6.72 1.83
C 0.85 6.53 0.49
O 0.90 7.46 -0.29
N 0.49 5.26 0.09
C -0.15 4.26 0.86
C -1.00 4.48 1.86
C -1.47 3.41 2.70
C -1.06 2.15 2.41
N -0.25 1.83 1.36
C 0.29 2.87 0.52
C 2.41 4.70 2.45
C 2.86 3.84 3.43
H 2.79 3.43 6.83
H 4.21 3.08 5.85
H 2.75 2.12 5.65
H 1.73 5.46 6.16
H 0.86 6.97 4.42
H 1.18 7.70 2.06
H 0.44 5.19 -0.92
H -1.28 5.50 2.10
H -2.10 3.60 3.56
H -1.35 1.30 3.02
H 1.38 2.81 0.45
H 2.62 4.50 1.41
H 3.41 2.95 3.14
O -1.64 -3.85 4.88
C -2.56 -3.22 4.13
C -3.90 -3.59 4.26
C -4.87 -2.94 3.52
C -4.53 -1.92 2.64
C -3.20 -1.57 2.50
C -2.20 -2.20 3.23
C -0.76 -1.78 3.11
O 0.07 -2.28 3.89
O -0.45 -0.91 2.24
H -0.78 -3.39 4.67
H -4.15 -4.39 4.95
H -5.90 -3.24 3.63
H -5.29 -1.43 2.05
H -2.93 -0.80 1.79
C 2.75 -1.53 -1.23
C 1.75 -1.44 -0.08
C 0.97 -2.75 0.02
C 2.47 -1.12 1.22
O 0.90 -0.35 -0.46
H 3.47 -2.33 -1.04
H 3.28 -0.59 -1.34
H 2.22 -1.75 -2.16
H 1.65 -3.57 0.26
H 0.48 -2.98 -0.93
H 0.21 -2.71 0.79
H 3.09 -1.96 1.55
H 1.76 -0.91 2.01
H 3.12 -0.25 1.08
```



Which structure loses on stability? w does.



w.
Density functional theory data (ωB97M-V/def2-TZVPD) for the molecule C22H25N3O3.

Calculated values
* frontier orbital gap: 9.152 eV
* highest occupied orbital energy: -8.79 eV

```
53
C22H25N3O3 | the Open Molecules 2025 dataset | ωB97M-V/def2-TZVPD
C 4.98 -2.39 1.64
C 3.91 -2.06 0.65
C 4.23 -1.60 -0.62
C 3.24 -1.31 -1.53
C 1.90 -1.43 -1.18
C 1.55 -1.84 0.11
C 2.57 -2.17 1.00
N 0.21 -1.89 0.53
C -0.13 -1.27 1.81
C -0.48 0.21 1.58
O 0.29 1.09 1.90
N -1.67 0.37 0.99
C -2.24 1.64 0.54
C -2.69 2.50 1.74
C -1.71 3.57 2.21
C -1.81 4.87 1.42
C -1.16 4.82 0.03
C -1.71 3.72 -0.87
C -1.27 2.32 -0.43
C -0.83 -2.38 -0.20
O -1.97 -2.37 0.24
C -0.57 -2.92 -1.56
C -1.30 -4.01 -2.01
C -1.21 -4.39 -3.34
C -0.41 -3.64 -4.18
N 0.29 -2.59 -3.76
C 0.22 -2.24 -2.50
O 0.95 -1.14 -2.15
H 4.66 -3.20 2.30
H 5.20 -1.52 2.26
H 5.89 -2.69 1.14
H 5.27 -1.49 -0.91
H 3.47 -0.98 -2.53
H 2.32 -2.54 1.98
H -0.98 -1.81 2.24
H 0.72 -1.32 2.48
H -2.20 -0.47 0.78
H -3.15 1.36 -0.01
H -3.63 2.99 1.49
H -2.89 1.82 2.57
H -0.69 3.19 2.19
H -1.94 3.80 3.26
H -2.86 5.15 1.31
H -1.32 5.67 1.98
H -0.09 4.68 0.15
H -1.32 5.79 -0.45
H -2.80 3.78 -0.91
H -1.34 3.89 -1.88
H -1.18 1.67 -1.30
H -0.29 2.38 0.04
H -1.95 -4.53 -1.31
H -1.76 -5.24 -3.71
H -0.31 -3.87 -5.23
```



x.
Density functional theory data (ωB97M-V/def2-TZVPD) for the molecule C22H25N3O3.

Calculated values
* frontier orbital gap: 8.572 eV
* highest occupied orbital energy: -7.83 eV

```
53
C22H25N3O3 | the Open Molecules 2025 dataset | ωB97M-V/def2-TZVPD
C -0.94 -3.33 -1.38
C -1.64 -2.58 -0.29
C -3.03 -2.52 -0.26
C -3.70 -1.79 0.71
C -2.97 -1.09 1.66
C -1.59 -1.14 1.65
C -0.92 -1.89 0.69
N 0.48 -1.99 0.68
C 1.38 -1.11 1.17
O 1.09 -0.14 1.84
C 2.85 -1.49 0.92
C 3.21 -1.89 -0.53
C 3.48 -0.62 -1.36
N 2.74 0.51 -0.83
C 1.39 0.47 -1.14
O 0.95 -0.48 -1.77
N 0.62 1.55 -0.82
C 1.12 2.87 -0.47
C 0.59 3.23 0.91
O -0.81 3.36 0.85
C -1.45 2.42 0.10
C -2.84 2.42 0.17
C -3.59 1.53 -0.57
C -2.95 0.63 -1.40
C -1.57 0.62 -1.49
C -0.80 1.50 -0.74
C 3.29 0.93 0.45
C 3.72 -0.29 1.29
H -1.66 -3.71 -2.10
H -0.25 -2.66 -1.90
H -0.38 -4.18 -0.99
H -3.59 -3.06 -1.01
H -4.77 -1.76 0.71
H -3.48 -0.51 2.41
H -1.03 -0.60 2.40
H 0.83 -2.71 0.07
H 3.06 -2.33 1.59
H 2.41 -2.45 -1.00
H 4.10 -2.52 -0.51
H 4.54 -0.35 -1.33
H 3.19 -0.78 -2.40
H 2.21 2.90 -0.53
H 0.71 3.59 -1.20
H 0.97 4.20 1.25
H 0.85 2.45 1.64
H -3.30 3.14 0.83
H -4.67 1.54 -0.50
H -3.52 -0.06 -2.00
H -1.08 -0.07 -2.15
H 4.16 1.58 0.26
H 2.55 1.48 1.01
H 3.60 -0.04 2.35
H 4.77 -0.54 1.12
```



Which structure loses on stability? w does.



w.
Density functional theory data (ωB97M-V/def2-TZVPD) for a structure of composition C4H4LiNaO2.

Calculated values
* net charge: +1
* frontier orbital gap (alpha / beta): 6.886 / 6.884 eV
* spin multiplicity: 2
* highest occupied orbital energy (alpha / beta): -10.73 / -10.73 eV

```
12
C4H4LiNaO2 | the Open Molecules 2025 dataset | ωB97M-V/def2-TZVPD
H -2.36 -3.54 1.74
C 0.86 1.94 0.22
C -0.12 0.89 0.05
C 0.15 -0.17 -0.72
C 0.02 -1.30 -1.43
O 0.34 -2.50 -1.11
O 0.70 2.95 0.92
Li -0.40 3.89 2.02
Na 0.47 -3.86 0.50
H 1.82 1.81 -0.31
H -1.08 1.02 0.58
H -0.38 -1.11 -2.45
```



x.
Density functional theory data (ωB97M-V/def2-TZVPD) for a structure of composition C4H4LiNaO2.

Calculated values
* net charge: +1
* frontier orbital gap (alpha / beta): 5.380 / 5.478 eV
* spin multiplicity: 2
* highest occupied orbital energy (alpha / beta): -9.91 / -10.15 eV

```
12
C4H4LiNaO2 | the Open Molecules 2025 dataset | ωB97M-V/def2-TZVPD
H -1.89 -1.01 -0.87
C -0.08 0.62 1.67
C -0.01 -0.17 0.56
C -0.86 0.08 -0.63
C -0.12 0.43 -1.78
O 0.54 0.00 -2.67
O 0.64 0.54 2.74
Li 1.93 -0.08 3.70
Na 1.54 -1.73 -4.38
H -0.79 1.47 1.63
H 0.75 -0.96 0.50
H -1.66 0.81 -0.46
```



Which structure loses on stability? w does.



w.
Density functional theory data (ωB97M-V/def2-TZVPD) for a structure of composition CH5O2PS.

Calculated values
* frontier orbital gap: 9.573 eV
* highest occupied orbital energy: -8.99 eV

```
10
CH5O2PS | the Open Molecules 2025 dataset | ωB97M-V/def2-TZVPD
C -1.67 -0.01 0.12
O -1.74 1.21 0.00
O -0.77 -0.79 0.05
P 1.42 -0.39 -0.04
S 1.01 1.43 0.60
H -2.81 -0.49 0.29
H -0.74 1.57 -0.08
H 2.91 -0.30 -0.13
H 1.35 -1.67 0.42
H 1.05 -0.55 -1.24
```



x.
Density functional theory data (ωB97M-V/def2-TZVPD) for a cluster of 2 separate species, CH5O2PS in total.

Calculated values
* frontier orbital gap (alpha / beta): 7.915 / 5.727 eV
* highest occupied orbital energy (alpha / beta): -8.52 / -7.49 eV

```
10
CH5O2PS | the Open Molecules 2025 dataset | ωB97M-V/def2-TZVPD
C 1.06 1.25 0.48
O -2.70 0.73 -1.05
O -3.14 0.29 1.29
P -2.28 -0.36 0.13
S 0.87 0.17 -0.86
H 2.11 1.81 0.45
H 0.95 0.99 1.47
H 0.24 1.98 0.40
H -1.85 0.95 -1.49
H -3.65 1.19 1.04
```



Which structure loses on stability? x does.